Below is a molecular structure, C38H47IIrN9O2S, with properties calculated with ωB97M-V/def2-TZVPD.

Each line ends with the Mulliken charge.
Geometry (Å):
Ir: -0.4672 0.3363 -0.1914  1.04
C: -3.0041 3.9202 1.3271  -1.02
C: -1.8559 3.5352 2.2095  0.63
N: -1.4898 4.3437 3.1752  -0.65
C: -0.4542 4.0173 3.9707  -1.12
C: 0.2596 2.8531 3.8481  0.58
C: 1.4061 2.5630 4.7747  -0.92
O: 2.5742 2.3127 3.9925  -0.50
C: -0.1113 1.9640 2.8098  0.00
C: 0.6074 0.7308 2.6372  -0.30
N: 0.5791 -0.0894 1.6318  0.68
C: 1.5567 -1.1360 1.7203  -0.89
C: 1.4321 -2.1575 2.6514  -0.03
C: 2.3945 -3.1530 2.7341  -0.90
C: 3.4939 -3.1273 1.8899  -0.86
C: 3.6551 -2.0824 0.9905  -0.31
C: 2.6934 -1.0862 0.9204  -0.16
I: 3.0384 0.6164 -0.2423  0.27
C: -1.1738 2.3095 1.9694  0.07
O: -1.5961 1.5409 0.9958  -0.34
H: -3.3739 4.8985 1.6211  0.42
H: -3.8174 3.1945 1.4016  0.21
H: -2.6977 3.9427 0.2783  0.16
H: -0.1975 4.7418 4.7342  0.41
H: 1.1790 1.6929 5.4033  0.31
H: 1.5477 3.4170 5.4381  0.45
H: 3.3548 2.4648 4.5343  0.32
H: 1.3091 0.4831 3.4291  0.72
H: 0.5736 -2.1619 3.3105  0.64
H: 2.2883 -3.9455 3.4627  0.45
H: 4.2476 -3.9003 1.9519  0.46
H: 4.5438 -2.0237 0.3765  0.54
C: -0.9182 -3.4328 0.2690  -0.42
N: -1.8333 -2.7648 1.1693  0.27
C: -2.2255 -3.3647 2.4403  -0.49
C: -3.4371 -2.5192 2.8256  -0.71
N: -3.2328 -1.3059 2.0284  0.00
C: -4.1087 -0.1625 2.2372  -0.83
C: -2.3851 -1.5539 1.0150  -0.56
N: -2.1355 -0.7856 -0.0631  0.68
C: -3.2394 -0.0740 -0.7194  -1.66
C: -2.7115 0.3230 -2.0802  -0.19
N: -1.4871 1.0851 -1.8288  0.17
C: -1.0578 1.9823 -2.6948  -0.19
N: -1.3107 2.0137 -4.0341  0.37
C: -2.2944 1.2572 -4.7941  -0.96
C: -0.8725 3.2899 -4.6017  -0.67
C: 0.1453 3.7656 -3.5771  -0.71
N: -0.2725 3.0417 -2.3844  0.32
C: 0.2284 3.4759 -1.1015  -0.70
H: -1.3081 -4.4262 0.0402  0.42
H: 0.0696 -3.5400 0.7135  0.14
H: -0.8415 -2.8569 -0.6485  -0.39
H: -1.4146 -3.2893 3.1681  0.18
H: -2.4693 -4.4166 2.3031  0.43
H: -3.4583 -2.2730 3.8849  0.47
H: -4.3836 -2.9948 2.5563  0.34
H: -4.4930 -0.2325 3.2523  0.34
H: -4.9557 -0.1567 1.5516  0.33
H: -3.5465 0.7642 2.1527  0.20
H: -3.5444 0.8238 -0.1850  0.02
H: -4.0897 -0.7478 -0.8394  0.72
H: -3.4616 0.9321 -2.5835  0.72
H: -2.5241 -0.5743 -2.6788  0.02
H: -2.2025 0.1902 -4.6106  0.31
H: -2.0841 1.4286 -5.8479  0.30
H: -3.3178 1.5835 -4.5999  0.35
H: -1.7153 3.9803 -4.7003  0.44
H: -0.4387 3.1303 -5.5876  0.37
H: 0.0948 4.8390 -3.4015  0.40
H: 1.1740 3.5073 -3.8484  0.32
H: 0.0330 4.5439 -0.9874  0.45
H: 1.3019 3.3127 -1.0143  0.14
H: -0.2921 2.9656 -0.2942  0.08
N: 0.4464 -1.0047 -1.5034  0.28
S: 0.4413 -0.9231 -3.1040  1.21
C: 2.1306 -0.7928 -3.6296  0.15
C: 3.0802 -1.7326 -3.2454  -0.10
C: 4.4002 -1.5349 -3.6092  -0.92
C: 4.7592 -0.4125 -4.3505  -0.55
C: 3.8028 0.5154 -4.7332  -0.82
C: 2.4749 0.3276 -4.3697  -0.20
C: -0.0194 -2.5344 -3.7345  0.78
C: -1.0992 -3.1654 -3.1298  0.25
C: -1.5576 -4.3652 -3.6515  -1.26
C: -0.9544 -4.9114 -4.7762  -0.70
C: 0.1059 -4.2570 -5.3869  -0.80
C: 0.5812 -3.0597 -4.8713  -0.78
H: 1.1268 -1.6772 -1.1616  0.12
H: 2.7933 -2.6138 -2.6825  0.47
H: 5.1525 -2.2577 -3.3234  0.46
H: 5.7924 -0.2679 -4.6361  0.44
H: 4.0876 1.3793 -5.3185  0.46
H: 1.7098 1.0364 -4.6629  0.44
H: -1.5751 -2.7151 -2.2676  0.07
H: -2.3921 -4.8709 -3.1840  0.48
H: -1.3146 -5.8472 -5.1815  0.42
H: 0.5704 -4.6800 -6.2672  0.46
H: 1.4101 -2.5551 -5.3488  0.51

Atoms 1-3, force components in eV/Å:
Ir 0.05 -0.33 0.62
C 0.00 -0.01 0.01
C -0.03 0.00 0.04

Output
HOMO energy   -12.55 eV
Kohn-Sham gap   0.2598 hartree
Energy relative to the best compared isomer or geometry (same formula, charge and spin)   0.0 kcal per mole
E   -2919.24861 hartree
Total charge   +2
Max |F|   0.014 Eh/bohr